{"formula": "C4H14NO2S", "method": "ωB97M-V/def2-TZVPD", "symbols": ["C", "N", "C", "C", "S", "C", "H", "H", "H", "H", "H", "H", "H", "H", "H", "H", "H", "H", "O", "H", "H", "O"], "coordinates": [[-1.3017, -1.6316, -2.1900], [-0.8668, -1.8238, -0.7944], [0.4193, -1.1211, -0.4474], [0.2761, 0.3819, -0.4986], [1.6596, 1.4233, 0.1584], [1.5875, -1.7269, -1.1675], [-2.2817, -2.1061, -2.2431], [-1.3048, -0.5953, -2.5367], [-0.5897, -2.2464, -2.7806], [-1.5563, -1.4938, -0.1306], [0.4931, -1.2295, 0.6453], [0.1904, 0.7164, -1.5529], [-0.7097, 0.7244, -0.1793], [1.6080, -2.7951, -0.8291], [2.6007, -1.3872, -0.9663], [1.4422, -1.8876, -2.2333], [-2.6190, 2.1896, 0.9879], [-1.7016, 1.7608, 2.2060], [-2.6351, 1.8231, 1.8828], [0.1056, 0.0190, 2.5150], [0.4569, 1.3839, 1.9376], [-0.2507, 0.9199, 2.5054]], "nbo_charge": [-1.116, -0.657, -0.081, -0.548, -0.743, -0.636, 0.147, 0.158, 0.158, 0.348, 0.162, 0.182, 0.193, 0.185, 0.222, 0.202, 0.447, 0.504, -1.052, 0.473, 0.498, -1.044], "total_charge": -2, "multiplicity": 2, "s2": 0.751, "lumo_energy_ev": [5.7247, 5.6263], "molar_mass_da": 140.23}

=====

{"formula": "C10H6NO4", "method": "ωB97M-V/def2-TZVPD", "symbols": ["C", "C", "C", "C", "C", "C", "C", "C", "C", "C", "N", "O", "O", "O", "O", "H", "H", "H", "H", "H", "H"], "coordinates": [[-2.3272, 0.9658, 2.0010], [-2.6087, 1.2935, 0.6583], [-1.1737, 0.2891, 2.3760], [-1.7331, 0.8928, -0.4165], [-0.2412, 0.0229, 1.3537], [-0.5617, 0.2950, -0.0353], [1.0304, -0.5594, 1.4591], [1.7254, -0.6439, 0.3783], [2.4747, -2.0004, -2.3308], [0.8662, 0.2198, -2.1096], [0.4377, -0.1277, -0.8314], [1.4908, -2.5414, -1.9592], [0.1825, 0.9882, -2.7752], [3.6109, -2.1146, -2.6525], [1.9974, -0.2011, -2.4281], [-2.8175, 1.5937, 2.7940], [-3.5615, 1.6712, 0.2591], [-0.8515, 0.2801, 3.3732], [-2.0172, 1.2635, -1.5088], [1.4629, -0.8411, 2.4304], [2.6143, -0.7459, -0.0357]], "nbo_charge": [-0.286, -0.214, -0.197, -0.233, -0.104, 0.170, -0.276, 0.070, 1.029, 0.890, -0.436, -0.633, -0.705, -0.634, -0.722, 0.196, 0.204, 0.199, 0.255, 0.217, 0.208], "total_charge": -1, "multiplicity": 1, "lumo_energy_ev": 3.2990, "molar_mass_da": 204.16}

=====

{"formula": "C6H10O", "method": "ωB97M-V/def2-TZVPD", "symbols": ["C", "C", "C", "O", "C", "C", "C", "H", "H", "H", "H", "H", "H", "H", "H", "H", "H"], "coordinates": [[-0.7815, -0.3863, -2.2236], [-0.1734, -0.9293, -0.9330], [-0.7302, -0.2816, 0.3217], [-0.4277, -1.0487, 1.5168], [0.0875, 0.1177, 2.1470], [1.2958, 0.6167, 1.4338], [-0.0818, 0.9663, 0.9229], [-0.5933, 0.6870, -2.3418], [-1.8663, -0.5427, -2.2472], [-0.3549, -0.8953, -3.0941], [0.9165, -0.8083, -0.9473], [-0.3678, -2.0055, -0.8527], [-1.8200, -0.1575, 0.2442], [-0.1495, 0.2820, 3.1935], [1.8252, 1.4368, 1.9119], [1.9267, -0.0907, 0.8992], [-0.4398, 1.9851, 0.8258]], "nbo_charge": [-0.608, -0.425, 0.116, -0.519, 0.093, -0.449, -0.290, 0.204, 0.203, 0.214, 0.202, 0.217, 0.177, 0.200, 0.224, 0.217, 0.224], "multiplicity": 1, "lumo_energy_ev": 1.1512, "molar_mass_da": 98.14}

=====

{"formula": "ClH3N2O", "method": "ωB97M-V/def2-TZVPD", "symbols": ["N", "N", "O", "Cl", "H", "H", "H"], "coordinates": [[0.9699, 0.3888, -0.3030], [-1.5972, -1.0261, 0.4197], [1.0622, -0.1030, 0.8899], [-1.2147, -0.2377, -0.8788], [0.9620, 1.3886, -0.2299], [1.4696, 0.0462, -1.0552], [-1.6518, -0.4568, 1.1573]], "nbo_charge": [-0.303, -0.626, -0.402, 0.320, 0.347, 0.347, 0.317], "multiplicity": 1, "lumo_energy_ev": [-0.4592, -0.0250], "molar_mass_da": 82.49}

=====

Energy above the lowest of the compared OMol25 structures with the same formula, charge and spin readings, ordered: 30.97, 0.00, 163.64, 168.44 kJ/mol